The following is a quantum chemistry calculation of a molecular structure, C24H20ClNPPmS, from OMol25.

Each line ends with the Mulliken charge.
Atoms and positions in Å:
H -5.03261 -1.19685 -2.49383  0.372
C 1.16067 -1.77698 4.02877  -0.864
H 2.89747 -0.25072 -0.24434  0.442
H 2.27303 -1.67809 4.18683  0.315
H -3.92675 0.82304 -3.44231  0.392
C 2.56315 -0.79457 -1.12850  -0.382
C 0.40455 -2.17588 2.93859  -0.242
C 1.27389 3.49185 -2.96203  -0.649
C 0.03195 4.38996 -1.09600  -0.609
C -3.43413 0.24578 -2.66037  -0.659
C 0.40005 1.99122 -1.26063  0.134
C 1.69941 -2.20742 -3.37449  -0.622
H -3.89304 -2.49922 -0.70234  0.413
C 3.03708 -2.27544 -2.98463  -0.460
S -0.01102 0.03284 8.26284  -0.377
H 0.82605 -2.48192 1.98410  0.547
C 0.79073 -1.42719 -2.65209  0.102
H 3.74336 -2.88311 -3.55036  0.372
H 0.65373 -1.02618 6.14893  0.065
C -2.17647 0.64711 -2.19575  -0.035
H -1.70119 1.52828 -2.62419  0.344
H 1.52613 1.35073 -2.99453  0.316
H -1.67668 -1.77955 0.14615  0.431
C 0.73599 4.58876 -2.28869  -0.476
C -3.41349 -1.61564 -1.12220  -0.698
H -0.24916 -1.37773 -2.97208  0.340
C 3.46598 -1.56288 -1.85972  -0.565
C 1.10661 2.19862 -2.45479  0.029
H -1.85018 -2.10129 2.53601  0.444
C -0.12682 3.10662 -0.58099  -0.268
C -1.15277 -1.54532 4.54659  -0.697
C 0.19114 -1.38501 5.11737  0.479
H -0.66445 2.95723 0.35619  0.184
Pm -0.16007 0.27428 3.04526  1.099
C -4.05376 -0.88525 -2.12974  -0.461
C -1.02097 -2.00833 3.22882  -0.553
P 0.11409 0.34710 -0.49525  0.467
C -0.05638 0.15909 6.72192  0.472
H 0.86672 5.59499 -2.68664  0.371
H 4.50871 -1.61335 -1.54853  0.396
H -0.38864 5.24268 -0.56430  0.377
C 1.21265 -0.70776 -1.52365  -0.147
H 1.82703 3.63755 -3.88973  0.397
C -1.52869 -0.08214 -1.18976  0.089
H 1.35552 -2.76221 -4.24722  0.392
H -2.03298 -1.04457 5.06009  0.268
C -2.16820 -1.21388 -0.64792  -0.265
Cl 2.06012 1.39358 2.81980  -0.520
N -0.00738 0.35715 5.43932  -0.499

total charge	0
E_HOMO (spin up / spin down)	-5.9416 / -5.9323	eV
2S+1	5
LUMO energy (spin up / spin down)	-0.63 / -0.58	eV

=====

The following is a quantum chemistry calculation of 4 unconnected molecules or ions with the total composition C24H20F4, from OMol25.

Each line ends with the Mulliken charge.
Atoms and positions in Å:
H -0.66072 4.40578 -3.27413  0.382
H 2.55215 1.51041 -3.26675  0.452
H -4.49942 1.50447 3.82579  0.428
C -0.32465 3.36837 -3.28483  -0.437
C 1.04170 3.08805 -3.23915  0.392
H -3.32396 4.19640 -0.15482  0.388
H 4.57242 -4.33474 2.28886  0.307
H -5.66975 4.05232 0.56979  0.384
C -0.83715 1.08150 -3.24417  -0.521
C 1.10129 0.98433 1.55476  -0.219
F 0.62045 -5.11993 0.38320  -0.341
C 1.51363 1.78367 -3.19035  -0.415
C 2.60465 -4.99293 -0.92155  -0.481
H 2.19779 -4.95937 2.43116  0.444
C 1.26542 -0.13760 2.32588  -0.469
C 2.69364 -4.85659 1.47699  -0.370
H 1.55617 1.96631 1.68445  0.412
C 3.97180 -4.69635 -1.01900  -0.309
C 0.53344 0.76517 -3.18371  -0.445
F 0.10095 2.03245 -0.28591  -0.252
C -4.24741 2.11364 2.97784  -0.477
C -2.58276 2.95191 1.40923  -0.511
H -2.31436 2.68064 -3.32284  0.393
H 0.81341 -2.25797 2.59577  0.435
H 1.91142 -0.20259 3.19478  0.358
C -5.19773 2.75763 2.21573  0.388
H 1.98939 -5.20783 -1.79361  0.383
F 1.95755 4.05647 -3.32162  -0.340
H -1.54467 0.26979 -3.27251  0.502
F -6.50068 2.65198 2.63598  -0.320
C -3.57601 3.63596 0.73603  -0.314
C -4.88757 3.57681 1.15520  -0.504
H -0.46751 -2.39772 0.59237  0.416
C -2.94383 2.20764 2.57364  -0.309
H 0.98233 -0.22418 -3.19034  0.354
C -1.26251 2.38022 -3.31976  -0.345
H -1.55726 2.96308 1.07116  0.445
C -0.06057 -1.43576 0.86076  -0.517
H -0.86800 -0.31810 -0.84983  0.463
C -0.26964 -0.29498 0.04989  -0.187
H -2.20805 1.63782 3.11128  0.384
H 4.42791 -4.69820 -2.00778  0.366
C 4.03037 -4.54227 1.36020  -0.247
C 1.96452 -5.01132 0.31879  0.418
C 0.32038 0.91264 0.41329  0.159
C 0.67220 -1.34511 2.02619  -0.556
H 5.72818 -4.10251 0.13414  0.391
C 4.68103 -4.39939 0.16952  -0.557

total charge	0
energy relative to the best compared isomer or geometry (same formula, charge and spin)	56.0	kJ/mol
E_HOMO	-9.1327	eV
LUMO energy	0.66	eV

=====

The following is a quantum chemistry calculation of a molecular structure, C24H20F6N6O10S4Y, from OMol25.

Each line ends with the Mulliken charge.
Atoms and positions in Å:
C 0.99361 1.55092 4.09890  0.401
N 1.62966 1.43814 -0.55434  1.436
C 1.61213 -2.32702 -0.66417  0.232
N -0.53458 0.46917 -4.39593  0.267
N 1.19037 1.04991 5.45915  -0.870
Y -0.38249 0.10228 0.36713  -0.263
O -2.45058 -0.73490 -0.73390  -0.370
C -1.66454 3.21917 1.38187  -0.611
C -1.11435 -0.54954 -5.12518  -0.464
C 1.56255 -2.24548 1.64526  0.559
C -4.14652 -2.58052 -1.42667  0.679
H 0.07399 1.22904 3.61628  -0.160
H 4.58595 3.70920 -1.53507  0.403
H 1.01915 2.64522 4.09735  0.536
C -1.42785 4.56196 1.35133  -0.610
H -3.17910 -1.31218 -5.04827  0.482
C 2.71102 0.94095 -1.14516  -0.436
C 0.38835 3.23149 0.39185  0.785
C -2.39811 -0.64914 -4.72878  -0.662
H 0.99079 1.74537 -3.86928  0.316
F -1.68626 -2.78171 1.19394  -0.205
C 2.64836 3.59576 -0.63644  -0.994
N -2.58463 0.31336 -3.75805  0.131
H 2.77104 -3.62040 2.73272  0.560
C -0.62174 2.41071 0.81839  0.682
O 1.55376 -2.03999 -3.00917  -0.799
C 1.59137 2.75578 -0.28417  0.509
O 3.31663 1.01010 3.91083  -0.488
F -5.41519 -2.97022 -1.29028  -0.231
S -1.17267 2.17083 -2.35383  -0.289
H -0.55405 -1.11970 -5.84307  0.480
O 2.10788 0.89733 2.05619  -0.267
C 2.93172 -3.86912 0.57865  -0.466
S -3.88680 -0.93316 -0.64423  0.898
O -4.71131 -0.05696 -1.41959  -0.719
C 3.80174 1.70484 -1.51925  -1.057
H 2.81321 -3.81908 -1.59221  0.576
O -4.25244 -1.02945 3.26873  -0.678
H 0.98668 0.05152 5.45114  0.261
C 2.16421 1.10947 3.24332  0.086
O 1.35776 -1.73018 3.95138  -0.832
H 2.59341 4.65342 -0.41686  0.459
O 0.12639 -0.85574 -1.72644  0.239
C -2.58775 -2.64019 2.17300  0.685
F -3.48913 -3.61872 2.05146  -0.271
H -2.57846 2.80803 1.79197  0.428
H 2.71198 -0.12109 -1.34548  0.124
H 3.62922 -4.69684 0.62333  0.428
S 0.08207 4.92161 0.63228  -0.387
C 2.49294 -3.39800 -0.64999  -0.970
H -2.06648 5.35585 1.70688  0.445
F -3.87260 -2.49832 -2.73461  -0.192
H 1.45783 0.02670 -3.99512  0.199
S -3.48384 -1.01468 2.06946  1.159
C -1.43274 0.98491 -3.52259  -0.001
F -1.99029 -2.76854 3.34594  -0.234
H 4.64896 1.23567 -1.99882  0.499
C 2.46838 -3.28637 1.75071  -0.768
O -2.53619 0.05446 1.84529  -0.720
C 0.88632 -1.56932 2.82730  -0.291
C 0.86836 0.82699 -4.43912  -0.994
C 1.04705 -1.70358 -1.94008  -0.470
H -3.40442 0.45971 -3.18736  0.291
H 1.16494 0.99319 -5.47530  0.378
H 0.55442 1.49765 6.10395  0.231
C 3.75918 3.06623 -1.25883  -0.712
F -3.35596 -3.50438 -0.88901  -0.192
H 3.06256 1.08962 4.85560  0.347
N 1.17496 -1.78072 0.46341  1.246
O -0.12598 -0.86878 2.49945  -0.015
N -4.42384 -1.19249 0.80217  -0.754

total charge	-1
energy relative to the best compared isomer or geometry (same formula, charge and spin)	62.5	kJ/mol
E_HOMO	-4.8850	eV
LUMO energy	2.50	eV

=====

The following is a quantum chemistry calculation of a molecular structure, C24H20FeNO3, from OMol25.

Each line ends with the Mulliken charge.
Atoms and positions in Å:
H 1.02997 0.18497 -0.58681  -0.459
C -4.96536 -1.67866 1.05559  -0.537
H 2.93511 1.18675 2.10784  0.410
C -3.23408 -0.43373 2.21946  0.612
C 1.64344 -0.54421 2.13565  0.894
Fe 1.36921 1.94610 -2.77961  0.179
H 5.03620 -0.16407 2.17888  0.427
H 0.53427 1.33273 2.21721  0.359
H -0.27192 2.00763 -4.91091  0.549
C 0.37944 0.23079 2.10567  -0.420
C 2.09877 -0.01437 -2.41219  -0.015
H 4.90741 -2.65794 2.26643  0.441
H -5.34514 -1.95058 4.43672  0.367
H 2.94065 -0.75238 -4.26232  0.309
H 2.99817 -0.24285 -1.81848  0.467
C -0.78779 0.52252 -3.40476  -0.534
H -1.96213 1.02183 3.13640  0.531
C 4.06965 -0.66741 2.17298  -0.633
C 2.75083 -2.70882 2.21390  -0.592
N -0.76793 -0.30404 1.95138  -0.116
H -3.31008 -0.50225 4.36901  0.338
C 3.99545 -2.06794 2.22029  -0.294
H 2.68496 -3.79660 2.25018  0.426
C 2.14677 -0.14096 -3.81020  -1.325
C 0.30873 3.13427 -2.03372  0.100
H -1.84203 0.48517 -3.72825  0.352
C -5.52212 -2.07099 2.28168  -0.481
C -0.42006 0.02614 -2.18731  -0.497
O 2.44242 4.21418 -4.25530  -0.397
H 0.58680 -2.42181 2.17112  0.477
C 2.90565 0.09488 2.13283  -0.317
O 3.41968 2.99106 -0.98472  -0.414
H 1.79825 1.01459 -5.59571  0.444
C -3.83165 -0.85555 1.02571  -0.283
C 0.14375 1.25182 -4.22571  -0.336
C 1.57356 -1.94911 2.17016  -0.271
C 1.97565 3.24320 -3.80897  0.321
H -3.39899 -0.53837 0.07388  0.287
C 0.90403 0.20158 -1.67979  1.010
H -5.42642 -1.99744 0.11923  0.377
H -1.17305 -0.41053 -1.50779  0.408
O -0.09298 4.10522 -1.51973  -0.381
H -6.42905 -2.67970 2.30586  0.379
C 2.63878 2.46488 -1.67118  0.330
C -4.91963 -1.65313 3.47682  -0.526
C 1.42234 0.73244 -4.60116  -0.074
C -2.01064 0.45913 2.18532  -0.880
C -3.78489 -0.83444 3.44343  -0.430
H -2.14399 1.18600 1.36100  0.415

total charge	+1
energy relative to the best compared isomer or geometry (same formula, charge and spin)	213.9	kJ/mol
E_HOMO (spin up / spin down)	-8.5013 / -10.7848	eV
2S+1	5
LUMO energy (spin up / spin down)	-4.61 / -8.23	eV